Entry 1:
The following is a quantum chemistry calculation of 4 unconnected molecules or ions with the total composition C19H40F3IN5O10S at a distorted geometry, from OMol25.

Geometry as XYZ:
```
79
Properties=species:S:1:pos:R:3
I 3.763 1.377 -7.097
S 4.207 -2.534 -3.423
F -0.318 -0.009 -1.845
F 4.431 -4.077 -3.798
F 0.005 0.415 -6.486
O -3.540 -2.945 6.606
O 3.395 -2.385 -2.237
O 5.456 -1.851 -3.219
O -0.032 0.530 2.533
O -1.179 5.030 -0.785
O -3.038 5.094 -3.068
O -3.925 -5.726 7.500
O -0.786 -2.284 2.969
O -1.791 -0.149 -3.431
O -0.232 2.076 -5.115
N 1.127 -0.965 -4.372
N 5.466 1.106 -4.739
N 3.375 -1.895 -4.783
N 0.429 0.209 -4.071
N 3.098 0.377 -4.258
C 0.032 0.959 -5.251
C -0.941 -1.242 3.930
C -2.483 -2.827 7.547
C -1.775 4.445 -3.068
C 0.572 -2.642 2.770
C -0.155 0.306 1.142
C -1.405 3.951 -1.679
C 5.534 1.424 -2.216
C -2.282 5.264 0.079
C 5.231 2.064 -3.625
C -4.315 -5.221 6.229
C 4.362 -1.122 -5.615
C -2.924 6.510 -3.078
C -1.181 0.098 3.258
C 2.419 -0.873 -4.464
C -3.401 -4.095 5.775
C -4.740 -5.235 8.554
C -0.675 -0.014 -3.154
C 4.259 0.406 -5.153
H 4.818 0.614 -1.925
H -2.294 -3.770 8.067
H 5.489 2.226 -1.439
H -2.172 3.274 -1.287
H -2.359 -4.427 5.740
H -0.464 3.391 -1.745
H -0.998 5.102 -3.471
H 5.989 2.883 -3.746
H -2.627 6.852 -4.075
H 1.208 -1.764 2.624
H -3.228 5.293 -0.467
H -1.819 -1.495 4.533
H -5.360 -4.895 6.241
H 3.867 -1.185 -6.619
H -1.570 -2.495 7.041
H 0.830 0.437 0.690
H -3.901 6.930 -2.842
H 5.754 1.680 -5.532
H 6.549 0.963 -2.246
H 0.630 -3.265 1.877
H 0.699 -1.889 -4.518
H -2.061 0.057 2.607
H 5.361 -1.579 -5.782
H -0.510 -0.704 0.920
H -0.076 -1.196 4.598
H -1.861 3.580 -3.735
H -1.371 0.848 4.031
H -2.324 4.486 0.849
H -3.692 -3.793 4.764
H -4.880 -4.153 8.492
H -0.841 1.041 0.706
H 3.294 0.280 -3.241
H 0.935 -3.221 3.625
H -4.247 -5.468 9.499
H -2.203 6.867 -2.340
H -2.765 -2.076 8.285
H -4.230 -6.048 5.517
H -5.714 -5.733 8.534
H 4.234 2.573 -3.652
H -2.132 6.228 0.565
```

Calculated values
Max |F| = 0.08275 Eh/bohr
Net charge = +1
Frontier orbital gap = 0.159 hartree

Löwdin population analysis, charges in e, atoms 1 to 2: atom 1 (I): 0.955, atom 2 (S): 0.715

---

Entry 2:
The following is a quantum chemistry calculation of a molecular structure, C19H41B3N2O26S5 at a distorted geometry, from OMol25.

Geometry as XYZ:
```
96
Properties=species:S:1:pos:R:3
S 1.558 -1.236 -3.716
S -8.048 6.171 3.643
S 6.946 -2.233 -3.359
S -2.134 6.211 0.978
S 0.431 1.009 3.275
O 7.556 -1.320 -4.524
O -9.425 6.177 3.965
O -3.430 6.092 1.910
O -3.516 -0.716 0.782
O 1.641 -0.754 -2.285
O -2.761 5.559 -0.339
O -2.574 -5.107 0.666
O 1.771 1.351 3.583
O 1.362 -4.994 1.584
O -0.109 -0.270 3.560
O -7.352 4.942 4.399
O 8.280 -2.401 -2.501
O 0.312 -1.394 -4.396
O -1.867 7.576 0.721
O 2.361 -2.606 -3.817
O -7.311 7.347 4.439
O -7.594 6.198 2.297
O 6.027 -1.465 -2.603
O 0.171 1.345 1.724
O -1.140 5.339 1.501
O -0.615 -6.313 1.157
O -0.547 2.114 3.889
O -0.772 -4.039 1.904
O 2.738 0.379 -0.125
O 2.562 -0.353 -4.633
O 6.594 -3.488 -3.922
N 2.853 -3.228 -1.123
N -2.630 -2.306 -0.658
C 3.809 -1.057 -4.793
C 2.566 -1.776 -1.212
C -4.584 5.822 1.093
C 3.418 -2.512 -4.799
C 2.027 -5.084 0.317
C -3.552 -1.955 -1.740
C -0.923 2.264 1.593
C -3.007 -2.813 1.755
C -6.586 6.812 5.556
C 1.972 -1.430 1.240
C -4.048 4.989 -0.047
C 8.883 -0.896 -4.173
C 1.666 -3.996 -0.688
C 9.412 -2.004 -3.288
C -3.103 -1.828 0.600
C -1.274 -1.779 -0.893
C -0.898 3.072 2.870
C 2.866 -1.024 0.080
C -6.208 5.412 5.128
B -1.637 -6.029 0.267
B 0.004 -5.148 1.551
B -2.075 -4.066 1.431
H -1.661 -6.507 -0.819
H -2.541 -2.273 2.576
H -4.982 6.774 0.740
H 9.739 -2.864 -3.875
H 3.014 -2.816 -5.765
H 1.360 -1.532 -1.610
H -0.129 3.837 2.842
H -0.795 2.883 0.711
H -1.855 3.528 3.094
H 1.916 -6.078 -0.117
H -1.230 -1.092 -1.734
H -3.901 3.949 0.252
H 3.137 -3.542 -2.031
H -3.962 -0.952 -1.627
H -7.251 6.801 6.422
H -5.346 5.307 1.668
H -6.001 4.757 5.969
H 4.243 -3.166 -4.530
H -0.867 -1.304 -0.007
H -4.390 -2.651 -1.702
H -0.638 -2.620 -1.142
H 3.890 -1.260 0.370
H -1.845 1.684 1.502
H 8.810 0.048 -3.632
H -5.719 7.429 5.772
H 4.301 -0.753 -5.714
H 0.961 -3.275 -0.305
H 2.254 -0.878 2.128
H 3.087 -4.982 0.524
H 2.058 -2.491 1.456
H -4.009 -3.120 2.042
H 10.223 -1.675 -2.645
H -5.350 5.420 4.452
H 4.443 -0.816 -3.946
H 9.482 -0.755 -5.068
H 1.830 0.600 0.099
H 1.286 -4.494 -1.584
H -3.091 -2.089 -2.710
H -4.685 5.023 -0.925
H 3.224 -1.355 -1.964
H 0.923 -1.265 1.005
```

Calculated values
Max |F| = 0.31548 Eh/bohr
Net charge = 0
Frontier orbital gap = 0.217 hartree

Löwdin population analysis, charges in e, atoms 1 to 2: atom 1 (S): 0.754, atom 2 (S): 0.602

---

Entry 3:
The following is a quantum chemistry calculation of a molecular structure, C19H41BaF2NO14S4 at a distorted geometry, from OMol25.

Geometry as XYZ:
```
82
Properties=species:S:1:pos:R:3
Ba -19.721 7.246 -13.819
S -15.335 7.407 -18.345
S -17.922 13.290 -13.709
S -14.540 7.213 -10.664
S -22.208 8.082 -19.430
F -22.854 5.095 -14.289
F -22.850 9.723 -13.199
O -21.030 5.588 -9.640
O -13.488 7.098 -11.656
O -22.149 7.076 -20.454
O -15.740 6.187 -19.464
O -21.229 8.230 -18.362
O -23.241 3.457 -8.961
O -18.336 11.975 -13.124
O -14.274 8.582 -9.753
O -15.965 7.215 -10.989
O -16.177 7.364 -17.183
O -18.354 14.540 -12.715
O -22.051 9.534 -20.220
O -16.511 13.638 -13.992
O -15.154 8.606 -19.096
N -17.667 2.783 -14.099
C -15.023 10.592 -8.639
C -17.584 2.011 -13.006
C -17.238 0.807 -15.431
C -15.230 9.087 -8.864
C -23.893 8.264 -18.747
C -21.828 3.456 -8.571
C -21.008 4.773 -8.500
C -17.289 0.701 -13.024
C -17.107 0.013 -14.221
C -17.522 2.201 -15.331
C -13.645 6.802 -17.819
C -20.740 9.317 -22.359
C -19.614 15.520 -10.907
C -19.668 14.527 -12.134
C -14.130 5.849 -9.442
C -15.385 6.443 -20.866
C -16.120 5.360 -21.626
C -20.817 9.751 -20.878
C -19.003 13.767 -15.160
H -15.637 5.427 -22.600
H -17.199 0.367 -16.416
H -17.374 0.183 -12.080
H -15.235 8.466 -7.969
H -15.692 7.421 -21.238
H -18.379 13.690 -16.051
H -19.718 9.105 -22.673
H -19.319 16.544 -11.141
H -21.238 9.975 -23.071
H -20.698 10.832 -20.948
H -23.803 8.294 -17.662
H -19.216 14.832 -15.060
H -18.906 15.061 -10.217
H -15.042 5.844 -8.845
H -24.418 9.133 -19.144
H -17.734 2.545 -12.079
H -15.985 4.379 -21.172
H -13.187 6.112 -8.963
H -16.814 -1.025 -14.171
H -20.002 13.335 -15.216
H -24.332 7.320 -19.072
H -20.625 15.599 -10.508
H -14.086 4.876 -9.931
H -14.064 10.690 -8.129
H -15.131 11.215 -9.527
H -13.111 6.833 -18.769
H -21.697 3.041 -7.572
H -21.239 8.362 -22.525
H -20.394 15.053 -12.754
H -21.216 2.769 -9.156
H -14.299 6.356 -20.903
H -21.507 5.452 -7.809
H -17.692 2.824 -16.197
H -17.201 5.474 -21.708
H -19.914 9.519 -20.313
H -19.960 13.592 -11.656
H -16.192 8.828 -9.306
H -15.623 10.941 -7.799
H -20.031 4.545 -8.074
H -13.831 5.770 -17.523
H -13.071 7.474 -17.181
```

Calculated values
Max |F| = 0.08081 Eh/bohr
Net charge = -2
Frontier orbital gap = 0.066 hartree

Löwdin population analysis, charges in e, atoms 1 to 2: atom 1 (Ba): 1.277, atom 2 (S): 0.638

---

Entry 4:
The following is a quantum chemistry calculation of 4 unconnected molecules or ions with the total composition C19H41F2N2O10P at a distorted geometry, from OMol25.

Geometry as XYZ:
```
75
Properties=species:S:1:pos:R:3
P 1.979 -2.155 2.994
F 2.785 -3.864 7.013
F 5.303 1.070 5.686
O -2.292 -3.654 -5.189
O 0.487 5.683 0.657
O 3.601 -2.107 2.647
O 3.785 1.537 4.209
O 4.871 -0.349 2.348
O 1.738 -1.866 4.561
O 1.496 -3.452 2.548
O -2.880 -0.487 -0.594
O 2.322 2.059 1.334
O 1.125 -1.010 2.194
N 4.333 -0.658 4.524
N 1.933 -0.204 1.360
C 4.283 -0.995 3.112
C 0.722 1.404 2.953
C 1.726 1.167 1.807
C 1.315 -3.029 5.311
C -3.561 -1.650 -1.032
C -3.507 -3.764 -5.909
C 0.895 6.114 1.943
C -1.118 -4.067 -5.866
C -3.429 -1.913 -2.523
C 1.438 5.827 -0.384
C -3.288 0.741 -1.173
C 1.541 -0.348 -0.048
C -3.839 -5.184 -6.336
C 1.852 -2.833 6.766
C 2.724 5.055 -0.149
C -4.746 1.082 -0.918
C -0.836 -3.284 -7.138
C 4.411 0.728 4.732
C 1.257 7.588 2.009
H -3.500 -3.088 -6.772
H 1.058 -2.929 7.523
H -0.278 1.048 2.634
H -2.379 -1.973 -2.811
H -3.885 -1.118 -3.116
H -0.782 -2.215 -6.925
H -3.921 -2.849 -2.788
H -4.615 -1.608 -0.735
H 2.173 0.269 -0.705
H 1.735 -3.980 4.962
H 2.512 3.997 0.012
H -5.421 0.356 -1.375
H 1.720 5.492 2.307
H 0.108 -3.606 -7.580
H -4.984 2.062 -1.335
H 2.420 -1.895 6.870
H 0.997 0.849 3.869
H 1.646 -1.397 -0.370
H 0.215 -3.028 5.384
H -1.155 -5.143 -6.071
H 0.474 -0.066 -0.169
H 3.390 5.156 -1.009
H 0.958 5.449 -1.288
H -2.661 1.513 -0.726
H 2.120 7.824 1.384
H 0.660 2.467 3.225
H -3.101 -5.583 -7.034
H -4.811 -5.212 -6.831
H 1.504 7.872 3.034
H 3.260 5.417 0.730
H 1.646 6.888 -0.565
H -3.067 0.746 -2.247
H 0.423 8.203 1.666
H -0.294 -3.913 -5.168
H 5.209 -1.046 4.889
H -3.867 -5.847 -5.469
H -4.953 1.097 0.154
H 0.050 5.927 2.609
H -1.619 -3.429 -7.885
H -3.119 -2.485 -0.487
H -4.291 -3.403 -5.241
```

Calculated values
Max |F| = 0.06209 Eh/bohr
Net charge = 0
SMILES = CC(=O)N(C)O[P@](=O)(OCCF)OC(=O)NC(=O)F.CCOCC.CCOCC.CCOCC
Frontier orbital gap = 0.359 hartree

Löwdin population analysis, charges in e, atoms 1 to 2: atom 1 (P): 0.519, atom 2 (F): -0.085

---

Entry 5:
The following is a quantum chemistry calculation of 4 unconnected molecules or ions with the total composition C19H41IO5 at a distorted geometry, from OMol25.

Geometry as XYZ:
```
66
Properties=species:S:1:pos:R:3
I 2.039 -2.814 -0.614
O -7.687 -2.463 1.865
O 7.265 0.706 0.302
O 5.138 5.331 -0.994
O 5.990 -1.289 -0.691
O -2.385 -0.856 0.638
C 6.955 5.121 0.656
C 2.775 -0.850 -2.925
C 3.462 6.139 0.618
C -4.108 -0.891 2.399
C 6.261 5.972 -0.394
C -1.612 -1.943 1.142
C -9.826 -1.813 0.829
C 6.115 0.962 -1.982
C 2.477 -0.742 -1.316
C -3.783 -0.890 0.914
C 6.515 0.110 -0.634
C -8.207 -3.524 2.663
C -2.049 -3.295 0.602
C -8.368 -2.199 0.640
C 5.486 -0.299 -2.839
C 4.017 0.077 -3.461
C 5.732 -1.740 -2.099
C -8.204 -4.869 1.957
C 4.076 4.961 -0.118
H 4.186 6.643 1.262
H -1.617 -1.934 2.237
H 4.416 4.191 0.582
H -4.247 -1.741 0.407
H -7.844 -1.365 0.163
H 6.784 -2.141 -2.482
H -8.576 -5.651 2.626
H 3.801 1.229 -3.241
H 2.848 -1.990 -3.221
H -9.908 -0.930 1.475
H 2.630 5.804 1.246
H 7.284 4.169 0.222
H -10.403 -2.614 1.297
H 5.967 6.943 0.016
H 6.294 4.886 1.493
H 1.491 -0.129 -1.056
H 3.086 6.882 -0.095
H -10.290 -1.588 -0.137
H -7.189 -5.133 1.640
H -9.209 -3.269 3.024
H -4.214 0.009 0.462
H 1.797 -0.445 -3.476
H -8.833 -4.864 1.064
H 7.035 1.341 -2.603
H -1.997 -3.305 -0.492
H -0.575 -1.760 0.837
H -3.077 -3.535 0.883
H -3.707 -1.773 2.903
H 5.420 1.900 -1.902
H 3.305 4.492 -0.740
H 6.165 -0.356 -3.798
H -5.192 -0.882 2.553
H 4.921 -2.603 -2.234
H -1.401 -4.087 0.990
H 3.405 -0.402 -0.686
H -7.568 -3.591 3.551
H 4.081 -0.064 -4.632
H 6.971 6.181 -1.201
H -8.271 -3.052 -0.038
H -3.675 -0.010 2.887
H 7.828 5.646 1.058
```

Calculated values
Max |F| = 0.17110 Eh/bohr
Net charge = 0
SMILES = O=C1C[C@H](CCCI)CO1.CCOCC.CCOCC.CCOCC
Frontier orbital gap = 0.355 hartree

natural (NBO) population analysis, charges in e, atoms 1 to 2: atom 1 (I): 0.034, atom 2 (O): -0.543

---

Entry 6:
The following is a quantum chemistry calculation of 4 unconnected molecules or ions with the total composition C19H41NO6 at a distorted geometry, from OMol25.

Geometry as XYZ:
```
67
Properties=species:S:1:pos:R:3
O 4.657 2.763 1.927
O 4.115 -0.926 3.972
O -2.102 1.726 -1.663
O -2.318 3.650 -0.454
O -4.562 -4.065 -3.830
O -2.688 -0.700 -4.192
N 2.408 2.541 1.373
C -1.973 3.761 0.920
C -6.829 -3.217 -3.870
C -0.587 3.046 1.104
C 3.534 -2.228 3.895
C 3.964 -3.073 5.085
C 3.895 -2.893 2.575
C -5.688 -3.745 -3.014
C 2.105 1.708 2.540
C -1.366 -2.254 -2.891
C -0.451 -1.200 -4.984
C -5.293 -2.749 -1.934
C 3.804 2.568 1.087
C 4.178 2.317 -0.354
C -1.694 -1.719 -4.277
C -1.619 2.568 -0.937
C 0.409 3.940 1.881
C 1.831 3.892 1.381
C 2.469 2.294 3.914
C -0.233 2.634 -0.319
H 1.072 1.384 2.500
H -2.142 -2.515 -4.874
H -4.943 -1.817 -2.385
H 1.836 4.258 0.355
H 0.343 3.689 2.933
H -4.273 -3.249 -4.253
H -4.478 -3.148 -1.328
H -0.954 -1.455 -2.267
H 2.456 -2.066 3.937
H -2.005 4.811 1.188
H 2.817 3.315 3.839
H -0.824 2.201 1.737
H 4.939 3.043 -0.618
H 0.085 4.973 1.790
H 3.696 -2.582 6.020
H 3.329 2.431 -1.013
H -7.712 -3.003 -3.266
H 2.691 0.801 2.423
H -0.638 -3.066 -2.940
H 2.468 4.575 1.945
H 0.301 -1.983 -5.090
H -2.324 0.019 -3.663
H 5.049 -3.207 5.082
H -0.704 -0.823 -5.975
H 0.433 3.302 -0.838
H -5.987 -4.685 -2.551
H -2.267 -2.625 -2.402
H 3.426 -3.873 2.484
H 4.978 -3.022 2.499
H 3.576 -2.275 1.735
H 4.621 1.332 -0.434
H 3.497 -4.058 5.061
H 5.071 -1.029 3.939
H 3.297 1.731 4.328
H -0.012 -0.374 -4.417
H -7.099 -3.943 -4.637
H -6.134 -2.521 -1.278
H 0.135 1.614 -0.303
H -6.528 -2.296 -4.377
H 1.651 2.227 4.623
H -2.710 3.270 1.553
```

Calculated values
Max |F| = 0.03754 Eh/bohr
Energy relative to the best compared isomer or geometry (same formula, charge and spin) = 0.000 eV
Net charge = 0
SMILES = CCN(CC[C@H]1COC(=O)C1)C(C)=O.CC(C)O.CC(C)O.CC(C)O
Frontier orbital gap = 0.351 hartree

natural (NBO) population analysis, charges in e, atoms 1 to 2: atom 1 (O): -0.553, atom 2 (O): -0.724

---

Q: Number 2 is which compound?
A: C19H41B3N2O26S5